A molecular structure, C30H26CoN10O6S2Se. Source: the OMol25 dataset; level of theory: ωB97M-V/def2-TZVPD.

Computed properties:
Orbital gap (alpha / beta) in eV: 5.170 / 5.259
2S+1: 2
HOMO level (alpha / beta) in eV: -1.9 / -1.9
LUMO energy (alpha / beta) in Ha: 0.1218 / 0.1252
Charge: -2
Relative energy (zero: lowest compared OMol25 entry of this formula, charge and spin) in eV: 2.031

Element x y z (Å)
Co 1.60 0.46 -0.01
C 6.52 1.07 2.13
C 5.77 2.13 1.67
C 4.77 1.93 0.74
C 4.50 0.64 0.25
C 5.28 -0.42 0.71
C 6.26 -0.21 1.66
N 3.43 0.45 -0.62
C 3.57 -0.18 -1.80
C 4.75 -0.57 -2.43
C 4.70 -1.21 -3.66
C 3.49 -1.44 -4.29
C 2.31 -1.00 -3.72
C 2.33 -0.36 -2.48
N 1.26 0.20 -1.85
N 0.11 0.06 -2.49
C -0.93 0.86 -2.31
C -2.14 0.46 -2.95
C -3.26 1.23 -2.83
C -3.20 2.40 -2.06
C -1.97 2.73 -1.50
N -0.87 2.03 -1.63
H 7.28 1.23 2.89
H 5.95 3.13 2.05
H 4.14 2.74 0.40
H 5.06 -1.42 0.37
H 6.82 -1.05 2.06
H 5.70 -0.39 -1.95
H 5.63 -1.54 -4.12
H 3.47 -1.97 -5.24
H 1.36 -1.17 -4.21
H -2.13 -0.47 -3.51
H -4.18 0.95 -3.32
H -4.07 3.02 -1.91
H -1.88 3.64 -0.91
N -7.95 1.25 -0.45
C -6.73 0.85 0.08
C -6.46 1.02 1.44
C -5.29 0.51 1.98
C -4.39 -0.18 1.19
C -4.63 -0.32 -0.16
C -5.80 0.18 -0.72
S -2.99 -1.03 1.95
O -3.00 -0.65 3.34
O -3.28 -2.43 1.67
N -1.72 -0.59 1.07
C -1.08 0.50 1.41
S -1.63 1.54 2.74
C -0.50 2.74 2.22
C 0.19 2.31 1.15
N -0.12 1.06 0.69
H -8.41 1.99 0.07
H -7.94 1.42 -1.45
H -7.17 1.55 2.06
H -5.06 0.63 3.03
H -3.90 -0.82 -0.78
H -6.00 0.06 -1.77
H -0.38 3.66 2.76
H 0.93 2.88 0.59
O 2.98 -0.99 3.61
Se 1.84 0.06 3.17
O 1.81 1.30 4.17
O 2.29 0.68 1.66
O 0.42 -0.66 2.99
N -1.68 -3.83 -0.11
C -0.47 -3.36 0.32
C 0.03 -2.13 -0.16
N 1.19 -1.66 0.24
C 1.90 -2.39 1.11
C 1.43 -3.62 1.51
N 0.26 -4.12 1.13
H -2.37 -3.08 -0.15
H -2.02 -4.58 0.48
H -0.53 -1.56 -0.88
H 2.82 -1.98 1.49
H 2.01 -4.24 2.18

---

A molecular structure, C35H38N6NaS2. Source: the OMol25 dataset; level of theory: ωB97M-V/def2-TZVPD.

Computed properties:
Orbital gap in eV: 5.493
HOMO level in eV: -3.5
LUMO energy in Ha: 0.0720
Charge: -1
Relative energy (zero: lowest compared OMol25 entry of this formula, charge and spin) in eV: 0.000

Element x y z (Å)
Na 0.47 0.20 -1.19
C -1.65 -1.98 -1.06
C -0.61 -3.05 -0.73
C 0.57 -2.71 0.15
C 1.23 -3.76 0.79
C 2.35 -3.49 1.56
C 2.78 -2.18 1.68
C 2.05 -1.20 1.04
N 0.97 -1.45 0.29
N -1.48 -1.10 -2.24
C -1.08 -1.84 -3.44
C 0.40 -1.84 -3.75
C 0.84 -1.99 -5.06
C 2.20 -2.02 -5.31
C 3.08 -1.88 -4.26
C 2.55 -1.72 -2.99
N 1.25 -1.70 -2.74
C -2.80 -0.51 -2.53
C -3.38 0.39 -1.47
C -4.03 -0.09 -0.33
C -4.60 0.81 0.55
C -4.54 2.16 0.25
C -3.87 2.55 -0.90
N -3.30 1.70 -1.74
H -1.79 -1.37 -0.16
H -2.59 -2.54 -1.19
H -0.23 -3.54 -1.64
H -1.16 -3.82 -0.19
H 0.86 -4.77 0.68
H 2.86 -4.30 2.07
H 3.64 -1.92 2.28
H 2.36 -0.16 1.11
H -1.59 -1.41 -4.30
H -1.43 -2.88 -3.38
H 0.12 -2.07 -5.87
H 2.56 -2.12 -6.33
H 4.15 -1.87 -4.41
H 3.20 -1.56 -2.13
H -3.51 -1.33 -2.73
H -2.71 0.09 -3.43
H -4.05 -1.15 -0.12
H -5.07 0.46 1.46
H -4.98 2.91 0.90
H -3.78 3.61 -1.15
C -2.20 1.25 2.93
N -0.99 0.69 2.34
C -0.04 1.74 2.01
C -0.50 2.58 0.82
N 0.40 2.52 -0.33
C -0.19 3.28 -1.45
C 1.75 2.97 -0.10
C 2.05 3.77 1.00
C 3.35 4.22 1.25
C 4.36 3.86 0.37
C 4.06 3.07 -0.73
C 2.77 2.60 -1.01
S 2.52 1.57 -2.41
C -0.47 -0.38 3.14
C 0.66 -0.18 3.93
C 1.21 -1.19 4.70
C 0.60 -2.44 4.68
C -0.53 -2.65 3.92
C -1.12 -1.65 3.13
S -2.56 -2.01 2.20
H -2.90 0.44 3.12
H -2.67 1.95 2.24
H -1.97 1.79 3.87
H 0.91 1.27 1.75
H 0.16 2.40 2.87
H -0.70 3.63 1.12
H -1.46 2.19 0.47
H -0.36 4.33 -1.16
H -1.14 2.83 -1.73
H 0.49 3.24 -2.30
H 1.27 4.06 1.69
H 3.55 4.83 2.12
H 5.37 4.19 0.54
H 4.85 2.79 -1.42
H 1.12 0.80 3.95
H 2.09 -1.01 5.30
H 1.01 -3.26 5.26
H -1.00 -3.62 3.90

---

5 unconnected molecules or ions with the total composition C14H28NO13S2. Source: the OMol25 dataset; level of theory: ωB97M-V/def2-TZVPD.

Computed properties:
Orbital gap in eV: 8.729
HOMO level in eV: -6.2
LUMO energy in Ha: 0.0912
Charge: -1
Relative energy (zero: lowest compared OMol25 entry of this formula, charge and spin) in eV: 0.000

Element x y z (Å)
N 0.95 -1.75 0.45
O 1.74 -1.03 1.10
O 0.24 -1.31 -0.47
O 0.86 -2.96 0.78
O 0.54 3.76 -4.41
C 0.79 2.97 -3.55
O -0.17 2.41 -2.78
C 0.39 1.36 -1.99
C 1.75 1.05 -2.58
C 2.14 2.40 -3.16
H -0.23 0.48 -1.84
H 0.57 1.71 -0.96
H 1.70 0.32 -3.39
H 2.41 0.65 -1.80
H 2.80 2.38 -4.02
H 2.53 3.04 -2.37
O -3.00 -0.61 5.32
C -2.74 -0.80 4.17
O -2.78 0.14 3.23
C -2.39 -0.34 1.89
C -2.32 -1.86 2.09
C -2.31 -2.13 3.58
H -1.42 0.10 1.68
H -3.16 0.06 1.24
H -1.51 -2.37 1.56
H -3.23 -2.25 1.61
H -1.28 -2.29 3.89
H -3.03 -2.89 3.86
O 1.52 3.83 -0.02
S 1.40 3.68 1.40
O 2.46 4.17 2.25
O 0.01 4.37 1.86
C 0.06 5.31 2.93
C -0.10 4.64 4.27
C 1.00 1.99 1.79
H -0.69 6.08 2.76
H 0.97 5.92 2.97
H -0.14 5.36 5.10
H 0.79 4.07 4.55
H -0.95 3.97 4.37
H 0.70 2.04 2.84
H 1.91 1.39 1.73
H 0.30 1.65 1.04
O 1.47 -4.39 -5.21
S 0.64 -3.75 -4.23
O -0.70 -3.32 -4.54
O 0.60 -4.79 -3.00
C -0.20 -4.47 -1.85
C -1.60 -5.08 -1.98
C 1.52 -2.39 -3.45
H -0.27 -3.39 -1.73
H 0.27 -4.92 -0.98
H -2.09 -4.79 -2.91
H -2.21 -4.81 -1.12
H -1.51 -6.17 -2.04
H 1.82 -1.68 -4.21
H 2.35 -2.85 -2.91
H 0.80 -1.90 -2.80

---

A single C19H21N3O5S molecule. Source: the OMol25 dataset; level of theory: ωB97M-V/def2-TZVPD.

Computed properties:
Orbital gap in eV: 7.282
HOMO level in eV: -8.4
LUMO energy in Ha: -0.0407
Relative energy (zero: lowest compared OMol25 entry of this formula, charge and spin) in eV: 4.321
Structure (SMILES): CCOc1ccc(N(CC)C(=O)CCS(=O)(=O)c2cccc3nonc23)cc1

Element x y z (Å)
C 0.20 6.58 0.79
C 0.64 5.14 0.64
O -0.01 4.39 1.66
C 0.19 3.04 1.71
C 1.04 2.33 0.87
C 1.16 0.96 1.02
C 0.44 0.28 2.00
N 0.59 -1.12 2.15
C 1.84 -1.57 2.73
C 1.94 -1.23 4.21
C -0.30 -2.03 1.71
O -0.15 -3.23 1.85
C -1.55 -1.48 1.01
C -1.61 -2.12 -0.37
S -0.30 -1.35 -1.36
O -0.60 0.04 -1.54
O 1.00 -1.67 -0.84
C -0.42 -2.14 -2.98
C 0.70 -2.55 -3.64
C 0.66 -3.11 -4.94
C -0.51 -3.27 -5.62
C -1.70 -2.86 -4.97
N -2.97 -2.90 -5.33
O -3.65 -2.40 -4.31
N -2.90 -2.04 -3.28
C -1.65 -2.30 -3.63
C -0.39 1.00 2.85
C -0.52 2.37 2.70
H -0.88 6.65 0.68
H 0.67 7.20 0.03
H 0.47 6.96 1.78
H 0.36 4.75 -0.35
H 1.73 5.06 0.76
H 1.59 2.82 0.09
H 1.79 0.39 0.35
H 2.67 -1.11 2.18
H 1.88 -2.66 2.59
H 1.88 -0.15 4.35
H 1.12 -1.70 4.76
H 2.88 -1.58 4.62
H -1.52 -0.40 0.90
H -2.42 -1.77 1.59
H -2.54 -1.91 -0.89
H -1.40 -3.18 -0.32
H 1.65 -2.44 -3.13
H 1.59 -3.41 -5.40
H -0.57 -3.68 -6.61
H -0.95 0.48 3.61
H -1.17 2.94 3.35

---

A molecular structure, C23H39IrN4O4S2Si. Source: the OMol25 dataset; level of theory: ωB97M-V/def2-TZVPD.

Computed properties:
Orbital gap (alpha / beta) in eV: 7.318 / 4.893
2S+1: 2
HOMO level (alpha / beta) in eV: -10.7 / -10.7
LUMO energy (alpha / beta) in Ha: -0.1247 / -0.2137
Charge: +1
Relative energy (zero: lowest compared OMol25 entry of this formula, charge and spin) in eV: 1.362

Element x y z (Å)
Ir 0.47 -0.18 0.45
C -2.65 1.66 -1.68
C -1.16 1.80 -1.45
C -0.70 1.91 -0.09
C -1.74 2.14 0.99
C 0.67 2.17 0.16
C 1.12 2.82 1.45
C 1.59 2.16 -0.94
C 3.06 2.41 -0.67
C 1.13 2.01 -2.22
C 2.14 1.98 -3.34
C -0.28 1.91 -2.48
C -0.78 1.94 -3.90
H -3.17 2.59 -1.45
H -3.07 0.88 -1.05
H -2.88 1.40 -2.71
H -2.11 3.17 0.90
H -1.34 1.99 1.98
H -2.59 1.48 0.87
H 1.69 2.16 2.09
H 0.27 3.20 2.02
H 1.75 3.68 1.21
H 3.33 3.43 -0.97
H 3.69 1.73 -1.24
H 3.31 2.28 0.38
H 2.62 2.95 -3.47
H 1.71 1.70 -4.30
H 2.93 1.26 -3.12
H -1.04 0.93 -4.27
H -0.06 2.36 -4.59
H -1.68 2.55 -3.98
C -1.81 -1.47 -2.34
C -2.07 -1.69 -0.87
C -3.07 -2.52 -0.45
C -3.33 -2.66 0.92
C -2.60 -1.98 1.86
C -1.58 -1.14 1.39
N -1.35 -1.01 0.06
N -0.70 -0.38 2.05
Si -0.59 -0.26 3.83
C -2.36 0.03 4.38
C 0.38 1.19 4.44
C 0.04 -1.85 4.53
H -2.73 -1.14 -2.82
H -1.51 -2.41 -2.81
H -1.04 -0.73 -2.49
H -3.66 -3.05 -1.19
H -4.12 -3.33 1.25
H -2.78 -2.09 2.92
H -2.96 0.46 3.58
H -2.36 0.75 5.21
H -2.85 -0.87 4.73
H 1.43 1.19 4.15
H 0.34 1.16 5.53
H -0.07 2.14 4.13
H -0.42 -2.70 4.03
H -0.18 -1.93 5.60
H 1.13 -1.95 4.41
C 2.48 -3.96 -2.41
N 1.79 -2.87 -1.73
C 1.51 -1.69 -2.29
N 1.75 -1.54 -3.61
O 0.98 -0.73 -1.67
H 2.63 -4.76 -1.69
H 3.45 -3.64 -2.78
H 1.89 -4.35 -3.24
H 1.54 -2.97 -0.76
H 2.27 -2.22 -4.14
H 1.63 -0.62 -3.99
O 1.97 -0.10 2.07
S 2.48 -1.45 1.69
O 1.27 -2.11 1.06
O 3.18 -2.17 2.69
S 3.78 -1.05 0.16

---

A molecular structure, C31H26BrFMnN4O2. Source: the OMol25 dataset; level of theory: ωB97M-V/def2-TZVPD.

Computed properties:
Orbital gap (alpha / beta) in eV: 5.304 / 5.297
HOMO level (alpha / beta) in eV: -8.5 / -8.5
LUMO energy (alpha / beta) in Ha: -0.1170 / -0.1171
Charge: +1

Element x y z (Å)
Mn -0.41 -0.35 0.30
C -1.78 -2.24 -1.38
N -2.18 -1.18 -0.42
C -2.87 -0.05 -1.09
C -2.74 1.21 -0.27
C -3.70 2.19 -0.21
C -3.42 3.36 0.50
C -2.19 3.49 1.12
C -1.28 2.45 1.03
N -1.55 1.34 0.34
C -3.00 -1.73 0.69
C -2.34 -1.56 2.04
C -2.95 -1.99 3.21
C -2.29 -1.81 4.41
C -1.04 -1.20 4.41
C -0.50 -0.80 3.20
N -1.14 -0.97 2.04
C -0.55 -2.95 -0.88
C -0.32 -4.30 -1.10
C 0.89 -4.84 -0.70
C 1.83 -4.03 -0.08
C 1.51 -2.69 0.12
N 0.35 -2.17 -0.26
H -1.52 -1.75 -2.32
H -2.60 -2.94 -1.58
H -3.92 -0.28 -1.32
H -2.36 0.12 -2.04
H -4.65 2.06 -0.71
H -4.15 4.15 0.55
H -1.93 4.38 1.67
H -0.30 2.49 1.50
H -3.18 -2.79 0.52
H -3.98 -1.24 0.70
H -3.93 -2.46 3.17
H -2.74 -2.13 5.34
H -0.49 -1.04 5.32
H 0.47 -0.32 3.13
H -1.07 -4.90 -1.59
H 1.10 -5.89 -0.86
H 2.78 -4.41 0.24
H 2.21 -2.02 0.61
Br 7.89 -0.41 -0.88
C 6.04 -0.11 -0.65
C 5.48 -0.19 0.62
C 4.13 0.02 0.79
C 3.30 0.32 -0.32
C 3.90 0.42 -1.60
C 5.25 0.20 -1.76
C 1.92 0.52 -0.12
O 1.27 0.37 0.98
O 1.05 0.64 -1.24
H 6.11 -0.42 1.47
H 3.69 -0.03 1.78
H 3.29 0.66 -2.46
H 5.70 0.28 -2.74
F -0.48 5.66 -2.80
C -0.07 4.43 -2.42
C 0.89 4.31 -1.44
C 1.29 3.05 -1.04
C 0.72 1.93 -1.63
C -0.22 2.07 -2.64
C -0.63 3.33 -3.04
H 1.32 5.20 -1.00
H 2.05 2.93 -0.27
H -0.62 1.18 -3.11
H -1.36 3.46 -3.83

---

2 unconnected molecules or ions with the total composition C3H8N2. Source: the OMol25 dataset; level of theory: ωB97M-V/def2-TZVPD.

Computed properties:
Orbital gap in eV: 10.625
HOMO level in eV: -9.6
LUMO energy in Ha: 0.0368
Relative energy (zero: lowest compared OMol25 entry of this formula, charge and spin) in eV: 3.198
Structure (SMILES): C=NC.C=N

Element x y z (Å)
C -1.49 0.59 -0.43
N -1.05 0.13 0.67
C -1.77 -1.05 1.17
H -2.30 0.10 -0.99
H -1.40 1.65 -0.66
H -2.04 -1.76 0.39
H -2.57 -0.67 1.78
H -1.07 -1.66 1.75
C 2.55 0.05 -1.13
N 1.98 0.61 -0.17
H 3.41 0.51 -1.61
H 2.36 -0.99 -1.43
H 1.14 0.12 0.13

---

no.,energy (a.u.),M (g mol⁻¹),F_max (eV/A)
1,-6738.3631,824.6,3.9
2,-2643.8497,629.9,0.4
3,-2379.4797,482.5,2.2
4,-1675.1811,403.5,1.8
5,-2609.8436,720.0,1.3
6,-5391.0851,640.4,4.0
7,-228.5311,72.1,1.9